Entry A
Molecular formula: CH7N2O
Method: DFT, ωB97M-V/def2-TZVPD

Element x y z (Å)
O 1.6253 1.3714 0.5320
H 1.6396 1.1613 1.4808
N 0.1466 -1.3444 -0.7275
C -1.0401 -0.4712 -0.5826
N -0.9915 0.4995 0.4657
H 0.2980 -1.7855 0.1732
H 0.9410 -0.7248 -0.8978
H -1.9030 -1.1185 -0.4457
H -1.1475 0.0422 -1.5276
H -0.1090 1.0643 0.4736
H -1.1405 0.1317 1.3946

Values from the calculation:
- Frontier orbital gap: 7.44 eV
- Total charge: -1
- HOMO level: -2.8 eV
- LUMO energy: 4.661 eV


Entry B
Molecular formula: CH7N2O
Method: DFT, ωB97M-V/def2-TZVPD

Element x y z (Å)
N 1.6534 1.9830 -0.1947
H 2.2228 1.2116 0.1261
H 1.0580 1.4933 -0.8509
H 1.1491 2.3948 0.5748
N -0.7816 -0.7048 0.9179
C -1.1364 -1.1713 -0.4623
O -0.1921 -1.3603 -1.3763
H -0.4280 0.2524 0.9897
H 0.0324 -1.2775 1.1348
H -2.0575 -0.6209 -0.7330
H -1.5201 -2.2002 -0.1260

Values from the calculation:
- Frontier orbital gap: 6.73 eV
- Total charge: -1
- HOMO level: -2.3 eV
- LUMO energy: 4.441 eV


Quick ranking, most stable first: entry A, entry B.


Entry A
Molecular formula: CH7N2O
Method: DFT, ωB97M-V/def2-TZVPD

Element x y z (Å)
N 2.3137 0.9044 -0.5472
H 1.9408 1.0144 -1.4500
H 2.1036 1.7573 -0.1242
H 1.6632 0.1768 -0.0892
N -0.9504 -0.3509 1.3077
C -1.1046 -0.4612 -0.3572
O -1.3979 -1.6760 -0.6786
H -0.8626 -1.3537 1.4936
H -1.9572 -0.3308 1.8084
H -0.0675 -0.1102 -0.6022
H -1.6811 0.4298 -0.7612

Values from the calculation:
- Frontier orbital gap: 7.25 eV
- Total charge: -1
- HOMO level: -2.7 eV
- LUMO energy: 4.530 eV


Entry B
Molecular formula: CH7N2O
Method: DFT, ωB97M-V/def2-TZVPD

Element x y z (Å)
O 0.9356 2.3118 0.0267
H 0.6983 3.2376 0.1453
N 0.8406 -0.3064 -0.6652
C -0.3792 -1.0403 -0.4602
N -1.1737 -0.6980 0.7407
H 1.4695 -0.4687 0.1153
H 0.6116 0.7085 -0.5299
H -0.2036 -2.1289 -0.4254
H -1.0244 -0.9105 -1.3348
H -1.1216 0.3163 0.8364
H -0.6532 -1.0214 1.5511

Values from the calculation:
- Frontier orbital gap: 7.49 eV
- Total charge: -1
- HOMO level: -2.9 eV
- LUMO energy: 4.574 eV


Quick ranking, most stable first: entry B, entry A.


Entry A
Molecular formula: C37H24BaN14O3S3
Method: DFT, ωB97M-V/def2-TZVPD

Element x y z (Å)
Ba 1.7256 -1.8800 0.7324
O 3.9297 -2.3875 -0.1929
N 4.5393 -2.8683 -1.2438
C 5.6342 -2.2175 -1.6933
C 6.3361 -2.6539 -2.7845
C 5.8888 -3.8090 -3.4340
C 4.7721 -4.4545 -2.9722
C 4.0324 -3.9965 -1.8557
S 2.6143 -4.7303 -1.2867
H 5.8761 -1.3476 -1.1012
H 7.2063 -2.1048 -3.1136
H 6.4155 -4.1909 -4.2999
H 4.3987 -5.3437 -3.4595
C 2.5375 1.7319 -4.1817
N 2.1504 0.4783 -3.5870
C 2.0275 0.1693 -2.2898
N 1.5874 -1.0663 -2.1708
C 1.4793 -1.4869 -3.4530
N 1.7962 -0.5801 -4.3531
C 1.4727 2.8092 -4.1847
C 1.7391 3.9463 -4.9388
C 0.8428 5.0013 -4.9738
C -0.3323 4.9285 -4.2499
C -0.6070 3.7938 -3.4901
C 0.2923 2.7303 -3.4554
C -1.8644 3.7918 -2.7389
N -2.7343 4.7427 -2.7251
N -3.7541 4.3278 -1.8909
C -3.4256 3.1552 -1.4627
O -2.2335 2.7456 -1.9652
C -4.2095 2.3113 -0.5605
C -5.4599 2.7924 -0.1745
C -6.2456 2.0427 0.6787
C -5.7930 0.8141 1.1340
C -4.5511 0.3258 0.7501
C -4.1043 -1.0010 1.3177
N -3.0015 -1.5942 0.6051
C -1.7169 -1.5504 0.9516
N -1.0012 -2.2065 0.0574
C -1.9201 -2.6235 -0.8383
N -3.1575 -2.2645 -0.5607
C -3.7474 1.0834 -0.0966
H 2.8316 1.5012 -5.2045
H 3.4207 2.1021 -3.6569
H 2.2116 0.8628 -1.4775
H 1.1740 -2.4862 -3.7176
H 2.6630 4.0035 -5.5045
H 1.0619 5.8820 -5.5638
H -1.0459 5.7402 -4.2550
H 0.0705 1.8625 -2.8458
H -5.7925 3.7517 -0.5456
H -7.2125 2.4150 0.9918
H -6.4084 0.2255 1.8050
H -4.9240 -1.7186 1.3177
H -3.7807 -0.8867 2.3541
H -1.3752 -1.0745 1.8576
H -1.6729 -3.2014 -1.7138
H -2.7582 0.7354 -0.3730
S 0.4674 1.1613 0.6567
C 0.3584 1.0949 2.4168
C -0.8690 1.4751 2.9737
C -1.1034 1.5207 4.3425
C -2.3867 1.9390 4.8212
N -3.4154 2.2908 5.2021
C -0.0617 1.1677 5.2118
C 1.1563 0.7710 4.6802
C 1.4182 0.7107 3.3004
S 3.0193 0.2199 2.8027
C -0.2250 1.2463 6.6348
N -0.3361 1.3323 7.7775
H -1.6651 1.7650 2.2987
H 1.9554 0.4950 5.3550
N 2.0664 -3.6284 4.6612
C 0.8763 -3.2685 4.0731
O 0.8980 -2.8022 2.9164
C -0.3305 -3.4423 4.8088
C -1.5543 -3.0648 4.2166
N -2.5515 -2.7516 3.7206
C -0.3091 -3.9921 6.1079
N -0.2229 -4.4624 7.1621
H 2.8523 -3.1237 4.2787
H 2.0648 -3.7322 5.6639

Values from the calculation:
- Frontier orbital gap: 5.40 eV
- Total charge: -2
- HOMO level: -2.0 eV
- LUMO energy: 3.412 eV


Entry B
Molecular formula: C37H24BaN14O3S3
Method: DFT, ωB97M-V/def2-TZVPD

Element x y z (Å)
Ba 0.2405 0.1714 0.1454
O -1.1293 1.8983 0.3912
N -2.4319 2.2101 0.3113
C -2.7848 3.3742 -0.2945
C -4.0836 3.7681 -0.4186
C -5.0785 2.9324 0.1140
C -4.7205 1.7576 0.7167
C -3.3654 1.3231 0.8301
S -2.8699 -0.1410 1.5293
H -1.9472 3.9468 -0.6647
H -4.3111 4.7017 -0.9140
H -6.1242 3.2117 0.0411
H -5.4609 1.0895 1.1323
C -5.2532 -2.1230 -1.8246
N -4.2436 -1.0969 -1.9508
C -2.9663 -1.1254 -1.5383
N -2.3526 -0.0198 -1.8973
C -3.3373 0.6726 -2.5454
N -4.5060 0.0638 -2.6128
C -5.1383 -3.2518 -2.8351
C -6.1526 -4.2017 -2.8786
C -6.1026 -5.2480 -3.7844
C -5.0336 -5.3612 -4.6608
C -4.0118 -4.4251 -4.6138
C -4.0623 -3.3726 -3.7064
C -2.8754 -4.5870 -5.5392
N -2.7422 -5.4588 -6.4631
N -1.4909 -5.2203 -7.0543
C -0.9813 -4.2247 -6.4292
O -1.8065 -3.7672 -5.4625
C 0.3372 -3.6062 -6.6501
C 1.1603 -4.1740 -7.6113
C 2.4231 -3.6440 -7.8241
C 2.8567 -2.5587 -7.0811
C 2.0359 -1.9772 -6.1183
C 2.6065 -0.8160 -5.3247
N 1.6929 -0.2238 -4.3642
C 1.3033 -0.6820 -3.1588
N 0.4672 0.1680 -2.6031
C 0.3801 1.1579 -3.5368
N 1.0969 0.9709 -4.6262
C 0.7682 -2.5070 -5.9077
H -6.2083 -1.6280 -1.9541
H -5.2105 -2.5168 -0.8118
H -2.5300 -1.9501 -0.9735
H -3.1900 1.6604 -2.9678
H -6.9910 -4.1185 -2.1908
H -6.8988 -5.9831 -3.8052
H -4.9717 -6.1731 -5.3768
H -3.2546 -2.6474 -3.6882
H 0.8063 -5.0334 -8.1692
H 3.0793 -4.0897 -8.5629
H 3.8565 -2.1585 -7.2355
H 2.8979 -0.0166 -5.9956
H 3.4833 -1.1512 -4.7870
H 1.6576 -1.6165 -2.7148
H -0.2348 2.0424 -3.4026
H 0.1128 -2.0790 -5.1549
S 0.4898 -2.8392 0.2927
C 1.7557 -3.1616 1.4762
C 2.3953 -4.4137 1.4054
C 3.3787 -4.8370 2.2882
C 3.9877 -6.1432 2.1268
N 4.4714 -7.1838 2.0007
C 3.7642 -3.9727 3.3222
C 3.1595 -2.7269 3.4097
C 2.1617 -2.2638 2.5214
S 1.4885 -0.6659 2.8139
C 4.7523 -4.3679 4.3087
N 5.5277 -4.6782 5.1037
H 2.0884 -5.0850 0.6143
H 3.4580 -2.0619 4.2092
N 3.4856 2.5035 -0.2403
C 3.4240 1.2386 -0.7698
O 2.4244 0.5378 -0.4997
C 4.4912 0.8470 -1.6384
C 4.4682 -0.3962 -2.3349
N 4.4684 -1.3843 -2.9356
C 5.5963 1.7275 -1.8492
N 6.4815 2.4650 -1.9735
H 2.8689 2.6693 0.5319
H 4.3638 2.9901 -0.2403

Values from the calculation:
- Frontier orbital gap: 4.80 eV
- Total charge: -2
- HOMO level: -1.6 eV
- LUMO energy: 3.180 eV


Quick ranking, most stable first: entry A, entry B.


Entry A
Molecular formula: C4H14O3
Method: DFT, ωB97M-V/def2-TZVPD

Element x y z (Å)
C 0.0954 1.3349 2.3130
C -0.8121 1.2347 1.0918
C -0.0554 0.8128 -0.1627
C -1.0459 0.7535 -1.3532
O 0.3843 -0.5313 0.1463
H 0.4913 0.3735 2.6066
H -0.4962 1.6260 3.1947
H 0.9152 2.0311 2.1485
H -1.5506 0.4704 1.2997
H -1.2056 2.2309 0.9272
H 0.8301 1.3831 -0.4529
H -0.7506 -0.0331 -2.0558
H -2.0503 0.4833 -1.0166
H -1.0520 1.7594 -1.7832
H 1.0439 -0.8206 -0.5000
O -0.3228 -3.5199 0.4785
H 0.5089 -3.6442 0.0042
H -0.6914 -2.7176 0.0872
O 1.9319 -1.4685 -2.2666
H 2.5978 -0.8107 -2.0269
H 1.2340 -0.9475 -2.6798

Values from the calculation:
- Frontier orbital gap: 10.68 eV
- HOMO level: -10.3 eV
- LUMO energy: 0.380 eV


Entry B
Molecular formula: C4H14O3
Method: DFT, ωB97M-V/def2-TZVPD

Element x y z (Å)
C 1.6043 1.1075 -1.6250
C 0.6925 1.1413 -0.4414
C -0.7711 0.8885 -0.5947
C -1.6897 0.8720 0.7013
O -1.0620 -0.4054 -1.2404
H 1.5674 1.9969 -2.3182
H 1.3741 0.2787 -2.3580
H 2.7234 1.0499 -1.3150
H 1.0607 0.3460 0.2049
H 0.8059 2.0195 0.1055
H -1.2691 1.7395 -1.3256
H -2.6227 0.8442 0.3922
H -1.5849 -0.0545 1.2354
H -1.5844 1.9148 1.2829
H -2.0152 -0.3880 -1.4608
O 0.3788 -2.8403 0.0366
H 0.0469 -2.1345 -0.4886
H -0.4226 -3.4805 0.1518
O 0.9074 -0.1427 2.6815
H 0.4821 -0.8562 2.2036
H 0.6290 -0.2238 3.6272

Values from the calculation:
- Frontier orbital gap: 10.86 eV
- HOMO level: -10.2 eV
- LUMO energy: 0.616 eV


Quick ranking, most stable first: entry A, entry B.


Entry A
Molecular formula: C4H14O3
Method: DFT, ωB97M-V/def2-TZVPD

Element x y z (Å)
C -1.2547 1.9242 1.1153
C -0.5182 0.7856 1.2105
C -1.0915 -0.6668 0.9424
C 0.8788 0.6250 1.8958
H -0.8613 2.9201 1.3382
H -2.3016 2.0317 0.7739
H -2.0190 -0.6904 0.2945
H -0.2061 -1.1883 0.4457
H -1.2973 -1.1947 1.8885
H 1.2138 -0.3368 2.2899
H 1.6055 0.9739 1.1873
H 0.9490 1.2380 2.8274
O 1.0391 0.6776 -1.2078
H 0.6111 1.4436 -0.6840
H 0.2645 0.6038 -1.8919
O 1.7857 -2.1267 -1.5064
H 1.7394 -1.2041 -1.2091
H 1.2246 -2.6432 -0.8955
O -0.6810 -0.7625 -2.7293
H 0.0953 -1.3568 -2.5131
H -1.1762 -1.0531 -3.5723

Values from the calculation:
- Frontier orbital gap: 10.10 eV
- HOMO level: -9.5 eV
- LUMO energy: 0.593 eV


Entry B
Molecular formula: C4H14O3
Method: DFT, ωB97M-V/def2-TZVPD

Element x y z (Å)
C -1.6385 0.9040 1.6057
C -1.3179 0.5880 0.1674
C -1.3482 -0.6466 -0.3058
C -1.1439 -1.0439 -1.7316
H -2.2463 0.1135 2.0388
H -0.7276 0.9917 2.2058
H -2.1809 1.8424 1.6982
H -1.2968 1.4394 -0.5077
H -1.4256 -1.4347 0.4367
H -0.0988 -1.2432 -1.9553
H -1.7331 -1.9257 -1.9770
H -1.4801 -0.2340 -2.3823
O 1.6151 -0.8962 1.4814
H 1.8604 -1.7064 1.9396
H 1.7180 -1.0487 0.5269
O 1.7796 1.7690 0.1083
H 1.0787 2.1734 -0.4139
H 1.3316 1.2871 0.8221
O 2.2555 -0.6707 -1.2832
H 3.1898 -0.4397 -1.3253
H 1.8090 0.1815 -1.1487

Values from the calculation:
- Frontier orbital gap: 9.98 eV
- HOMO level: -9.2 eV
- LUMO energy: 0.752 eV


Entry C
Molecular formula: C4H14O3
Method: DFT, ωB97M-V/def2-TZVPD

Element x y z (Å)
C 1.1065 0.6283 -0.7792
C 2.3424 0.1845 -0.5857
C 2.6822 -0.8097 0.4856
C 3.5026 0.6932 -1.3998
H 0.8884 1.4505 -1.4435
H 0.2734 0.1161 -0.3329
H 3.5268 -0.4069 1.0521
H 1.8324 -1.0628 1.1106
H 3.1077 -1.7092 0.0249
H 4.3216 -0.0412 -1.3358
H 3.3289 0.8252 -2.4612
H 3.9747 1.5954 -0.9773
O -1.8150 2.4873 3.5159
H -2.4060 3.2331 3.6745
H -0.9540 2.7615 3.8671
O -2.3780 0.2823 0.9506
H -2.8265 0.3816 1.8004
H -2.0533 1.1519 0.7047
O -3.7127 -3.5873 -2.7259
H -2.8092 -3.5896 -3.0486
H -4.0910 -2.7355 -2.9583

Values from the calculation:
- Frontier orbital gap: 9.65 eV
- HOMO level: -9.1 eV
- LUMO energy: 0.586 eV


Quick ranking, most stable first: entry B, entry C, entry A.


Entry A
Molecular formula: C26H27AsBrCuF6N2OP
Method: DFT, ωB97M-V/def2-TZVPD

Element x y z (Å)
Cu -1.5325 -1.3950 0.3218
N -2.2688 -1.0511 2.2305
C -3.5096 -1.8092 2.4727
C -3.4729 -3.1020 1.6716
N -3.1016 -2.7794 0.2849
H -1.5345 -1.2771 2.8910
H -2.4582 -0.0535 2.2842
H -4.3420 -1.1910 2.1407
H -3.6554 -2.0302 3.5316
H -4.4365 -3.6123 1.7401
H -2.7090 -3.7719 2.0732
H -3.8365 -2.2487 -0.1762
H -2.9173 -3.6059 -0.2698
F -4.0768 -0.2221 -0.0573
P -4.5623 1.3336 0.2262
F -4.9724 2.8469 0.5337
F -5.6470 1.2078 -0.9341
F -5.6061 0.7755 1.3187
F -3.4405 1.8270 -0.8349
F -3.4166 1.4140 1.4139
Br 0.3945 -1.9023 -6.0151
C -0.2399 -1.7653 -4.2285
C -0.2440 -2.8896 -3.4236
C -0.6579 -2.7614 -2.1021
C -1.0719 -1.5413 -1.5663
C -1.0893 -0.4420 -2.4278
C -0.6690 -0.5400 -3.7497
H 0.0823 -3.8436 -3.8171
H -0.6280 -3.6520 -1.4785
H -1.4429 0.5235 -2.0797
H -0.6762 0.3262 -4.3983
O 0.2831 -0.8727 1.0379
As 1.4003 0.2819 0.5830
C 2.0889 0.0298 -1.1801
C 2.3736 1.1299 -1.9794
C 2.9036 0.9318 -3.2465
C 3.1420 -0.3558 -3.7044
C 2.8516 -1.4513 -2.9015
C 2.3252 -1.2628 -1.6339
C 2.8865 0.1795 1.7868
C 4.1774 -0.0264 1.3177
C 5.2308 -0.1046 2.2199
C 4.9905 0.0233 3.5792
C 3.6982 0.2310 4.0465
C 2.6442 0.3097 3.1516
C 0.7089 2.0543 0.7216
C 1.5389 3.1032 1.1112
C 1.0219 4.3877 1.1742
C -0.3119 4.6167 0.8563
C -1.1361 3.5693 0.4712
C -0.6214 2.2827 0.3978
H 2.1685 2.1336 -1.6264
H 3.1179 1.7828 -3.8796
H 3.5379 -0.5104 -4.6995
H 3.0164 -2.4539 -3.2738
H 2.0696 -2.1116 -1.0119
H 4.3627 -0.1249 0.2551
H 6.2378 -0.2658 1.8586
H 5.8128 -0.0375 4.2802
H 3.5142 0.3324 5.1080
H 1.6355 0.4732 3.5123
H 2.5749 2.9201 1.3712
H 1.6575 5.2094 1.4778
H -0.7123 5.6206 0.9144
H -2.1778 3.7341 0.2317
H -1.2732 1.4734 0.0969

Values from the calculation:
- Expectation value of S²: 0.75
- Multiplicity: 2
- Frontier orbital gap (spin up / spin down): 8.52 / 8.41 eV
- HOMO level (spin up / spin down): -8.3 / -8.5 eV
- LUMO energy (spin up / spin down): 0.194 / -0.096 eV


Entry B
Molecular formula: C26H27AsBrCuF6N2OP
Method: DFT, ωB97M-V/def2-TZVPD

Element x y z (Å)
Cu -1.3945 -1.4481 0.2324
N -2.0477 -1.0781 2.2074
C -3.2467 -1.8738 2.5391
C -3.2753 -3.1241 1.6773
N -3.0367 -2.7268 0.2775
H -1.2685 -1.2871 2.8122
H -2.2711 -0.0934 2.2881
H -4.1187 -1.2598 2.3299
H -3.2788 -2.1474 3.5937
H -4.2245 -3.6463 1.8074
H -2.4742 -3.8048 1.9721
H -3.7955 -2.1259 -0.0614
H -2.9840 -3.5304 -0.3371
F -4.2543 -0.1490 0.0896
P -4.6315 1.4116 0.4838
F -4.9414 2.9218 0.8955
F -5.7710 1.4250 -0.6267
F -5.6568 0.8529 1.5920
F -3.5258 1.9081 -0.5863
F -3.4308 1.3773 1.6248
Br -0.0416 -1.4416 -6.2729
C -0.5073 -1.4296 -4.4309
C -0.8382 -2.6158 -3.8007
C -1.1502 -2.5910 -2.4451
C -1.1361 -1.4147 -1.6931
C -0.8142 -0.2416 -2.3796
C -0.5021 -0.2343 -3.7341
H -0.8442 -3.5461 -4.3566
H -1.3768 -3.5468 -1.9741
H -0.8064 0.7151 -1.8680
H -0.2577 0.6922 -4.2416
O 0.4930 -1.1357 0.8146
As 1.5118 0.1401 0.4928
C 2.3549 -0.1006 -1.2052
C 2.4528 0.9454 -2.1138
C 2.9758 0.7070 -3.3769
C 3.3873 -0.5709 -3.7273
C 3.2827 -1.6158 -2.8172
C 2.7631 -1.3843 -1.5535
C 2.8438 0.1814 1.8686
C 4.1844 -0.0433 1.5868
C 5.1187 -0.0047 2.6147
C 4.7103 0.2606 3.9133
C 3.3675 0.4893 4.1925
C 2.4331 0.4524 3.1707
C 0.6757 1.8601 0.5477
C 1.5058 2.9728 0.6856
C 0.9469 4.2388 0.7425
C -0.4348 4.3901 0.6760
C -1.2594 3.2825 0.5471
C -0.7017 2.0115 0.4785
H 2.0993 1.9357 -1.8536
H 3.0408 1.5155 -4.0945
H 3.7797 -0.7578 -4.7196
H 3.5875 -2.6154 -3.1001
H 2.6401 -2.2034 -0.8572
H 4.5045 -0.2468 0.5724
H 6.1651 -0.1814 2.3979
H 5.4402 0.2933 4.7135
H 3.0509 0.7009 5.2062
H 1.3892 0.6414 3.3874
H 2.5806 2.8561 0.7617
H 1.5867 5.1061 0.8457
H -0.8712 5.3796 0.7293
H -2.3358 3.3864 0.4946
H -1.3669 1.1654 0.3638

Values from the calculation:
- Expectation value of S²: 0.75
- Multiplicity: 2
- Frontier orbital gap (spin up / spin down): 8.60 / 8.28 eV
- HOMO level (spin up / spin down): -8.4 / -8.5 eV
- LUMO energy (spin up / spin down): 0.158 / -0.218 eV


Quick ranking, most stable first: entry A, entry B.


Entry A
Molecular formula: C2H7N3
Method: DFT, ωB97M-V/def2-TZVPD

Element x y z (Å)
H 1.3818 1.9198 0.0451
N 0.4575 1.5132 0.0197
C 0.5131 0.2388 0.0089
N 1.7030 -0.4975 0.0829
C -0.7495 -0.6370 0.0136
N -2.0081 0.1106 -0.0007
H 2.5489 -0.0420 -0.2006
H 1.6595 -1.4940 -0.1024
H -0.7473 -1.2590 0.8995
H -0.6897 -1.2723 -0.8809
H -1.9638 0.7778 -0.7613
H -2.1054 0.6417 0.8762

Values from the calculation:
- Frontier orbital gap: 10.31 eV
- HOMO level: -9.4 eV
- LUMO energy: 0.904 eV


Entry B
Molecular formula: C2H7N3
Method: DFT, ωB97M-V/def2-TZVPD

Element x y z (Å)
H -1.2694 -1.6528 -0.6450
N -0.7350 -1.3576 0.2207
C -0.4868 -0.0871 0.0458
N -1.5300 0.7568 -0.2859
N 0.7019 0.6664 0.1006
C 1.9604 -0.0883 0.0655
H -1.6450 1.5209 0.3932
H -2.4495 0.2308 -0.4003
H 0.6432 1.4250 -0.5700
H 2.8660 0.5740 -0.0817
H 1.9351 -0.9057 -0.6284
H 2.0194 -0.5995 1.0167

Values from the calculation:
- Frontier orbital gap: 9.18 eV
- HOMO level: -8.2 eV
- LUMO energy: 0.956 eV


Quick ranking, most stable first: entry A, entry B.